Entry 1:
Molecular formula: C17H14BrMgNO2S2
Method: DFT, ωB97M-V/def2-TZVPD

E_tot, eV: -120600.6095
Highest occupied orbital energy, eV: 0.02
LUMO energy, hartree: 0.1480
Maximum force, eV Å⁻¹: 2.2
Charge: -2
Kohn-Sham gap, Eh: 0.1472

Each line ends with the Löwdin charge.
Geometry (Å):
1 C -1.810 -0.740 -0.916  -0.2465
2 C -2.018 -1.236 0.418  -0.2576
3 C -2.015 -0.129 1.313  -0.1969
4 H -2.266 -2.273 0.692  0.0932
5 C -1.817 1.052 0.538  -0.1521
6 C -1.615 0.674 -0.826  -0.1891
7 H -1.511 1.353 -1.673  0.1029
8 H -1.862 -1.328 -1.833  0.1030
9 H -2.230 -0.179 2.380  0.0842
10 H -1.917 2.065 0.910  0.0838
11 Mg 0.245 -0.765 -0.035  0.1796
12 Br 2.077 -0.537 -1.578  0.0533
13 C 2.623 0.676 -4.603  -0.2930
14 C 1.508 1.471 -5.003  -0.2351
15 C 0.502 0.593 -5.521  -0.2390
16 H 1.441 2.556 -4.935  0.0379
17 C 1.001 -0.746 -5.433  -0.2390
18 C 2.314 -0.692 -4.880  -0.2931
19 H 2.961 -1.539 -4.689  0.0411
20 H 3.536 1.041 -4.148  0.0419
21 H -0.467 0.893 -5.921  0.0321
22 H 0.477 -1.646 -5.743  0.0347
23 O 1.138 2.779 3.969  -0.3157
24 S 1.792 1.516 4.246  0.6653
25 O 3.057 1.521 4.946  -0.3207
26 N 1.765 0.527 2.856  -0.0663
27 C 1.161 -0.643 3.042  -0.7838
28 S 1.057 -1.992 1.984  0.6215
29 C 0.441 -0.729 4.322  -0.2490
30 C -0.532 -1.657 4.709  -0.0465
31 C -1.160 -1.492 5.942  -0.0827
32 C -0.807 -0.411 6.784  -0.0880
33 C 0.139 0.540 6.375  -0.0521
34 C 0.699 0.390 5.108  -0.2228
35 H -0.770 -2.480 4.022  0.0943
36 H -1.921 -2.210 6.251  0.0953
37 H -1.297 -0.306 7.754  0.0917
38 H 0.440 1.384 6.994  0.1130

Entry 2:
Molecular formula: C3H12N4
Method: DFT, ωB97M-V/def2-TZVPD

E_tot, eV: -9246.4507
Energy relative to the best compared isomer or geometry (same formula, charge and spin), kcal per mole: 82.5
Highest occupied orbital energy, eV: -18.02
LUMO energy, hartree: -0.3001
Maximum force, eV Å⁻¹: 7.4
Charge: +2
Kohn-Sham gap, Eh: 0.3622

Each line ends with the Löwdin charge.
Geometry (Å):
1 C 0.897 -0.234 0.432  0.0143
2 C 1.037 1.095 0.244  -0.1038
3 C -0.013 -1.094 -0.447  -0.3704
4 N 1.820 2.063 0.555  0.1601
5 N -1.226 -0.528 -0.684  0.0601
6 N -0.713 2.086 0.120  0.1895
7 N -0.198 -2.377 0.425  0.2345
8 H 1.709 -0.869 0.985  0.1783
9 H 0.545 -1.354 -1.398  0.2018
10 H 1.657 2.895 1.274  0.2276
11 H 2.668 2.236 0.031  0.1506
12 H -1.762 -0.753 -1.500  0.1322
13 H -1.792 -0.427 0.201  0.1612
14 H -1.000 2.646 0.874  0.0963
15 H -0.746 2.725 -0.696  0.1422
16 H -1.175 1.244 -0.058  0.0006
17 H 0.755 -2.817 0.433  0.1866
18 H -0.619 -2.398 1.289  0.1341
19 H -0.649 -3.056 -0.251  0.2042

Entry 3:
Molecular formula: C2H13NO4
Method: DFT, ωB97M-V/def2-TZVPD

E_tot, eV: -11954.3371
Energy relative to the best compared isomer or geometry (same formula, charge and spin), kcal per mole: 46.3
Highest occupied orbital energy (spin up / spin down), eV: -13.96 / -13.96
LUMO energy (spin up / spin down), hartree: -0.1337 / -0.3536
Maximum force, eV Å⁻¹: 6.2
Charge: +1
Spin multiplicity: 2
⟨S²⟩: 0.754
Kohn-Sham gap (spin up / spin down), Eh: 0.3794 / 0.1595

Each line ends with the Löwdin charge.
Geometry (Å):
1 C 0.884 0.538 0.876  -0.2378
2 O 0.227 -0.473 1.673  -0.0812
3 C 1.453 0.009 -0.385  -0.0830
4 N 2.927 -0.364 -0.201  0.3973
5 H 1.674 1.111 1.425  0.1474
6 H 0.082 1.238 0.672  0.1099
7 H -0.628 -0.054 2.039  0.1567
8 H 1.445 0.754 -1.241  0.1788
9 H 0.876 -0.829 -0.670  0.1427
10 H 3.084 -0.661 0.766  0.1709
11 H 3.234 -1.056 -0.755  0.0979
12 H -2.286 1.635 -0.224  0.0205
13 H -3.271 0.664 0.450  0.0787
14 O -2.357 0.740 0.106  -0.0567
15 H -1.080 -3.333 0.476  0.0581
16 H -0.541 -2.101 1.242  -0.0550
17 O -0.949 -2.941 1.370  -0.0557
18 H -1.984 1.625 -3.273  0.0418
19 H -1.113 1.491 -1.879  0.0045
20 O -1.674 2.008 -2.468  -0.0360

Entry 4:
Molecular formula: C39H50BBiClN10O2P
Method: DFT, ωB97M-V/def2-TZVPD

E_tot, eV: -88568.8207
Energy relative to the best compared isomer or geometry (same formula, charge and spin), kcal per mole: 8.4
Highest occupied orbital energy, eV: -12.92
LUMO energy, hartree: -0.1881
Maximum force, eV Å⁻¹: 3.8
Charge: +2
Kohn-Sham gap, Eh: 0.2865

Each line ends with the Löwdin charge.
Geometry (Å):
1 Bi 0.101 0.195 -1.597  1.9171
2 C -2.411 -0.067 0.935  -0.0038
3 C -2.380 -1.186 -0.046  -0.2962
4 C -3.123 -2.400 -0.003  0.0429
5 C -2.708 -3.164 -1.072  -0.2664
6 C -3.073 -4.522 -1.499  -0.0017
7 N -1.704 -2.497 -1.662  0.0271
8 N -1.508 -1.289 -1.074  -0.1003
9 B -0.850 -2.772 -2.918  -0.5166
10 N -1.025 -1.588 -3.991  0.0522
11 N -0.818 -0.268 -3.641  -0.0836
12 C -1.172 0.493 -4.698  -0.3344
13 C -1.191 1.975 -4.755  -0.0156
14 C -1.526 -0.301 -5.765  0.0499
15 C -1.481 -1.613 -5.231  -0.2467
16 C -1.850 -2.930 -5.864  -0.0048
17 N 0.610 -2.870 -2.578  0.0186
18 N 1.267 -1.796 -2.092  -0.0975
19 C 2.573 -2.116 -2.066  -0.3608
20 C 3.615 -1.164 -1.660  -0.0195
21 C 2.751 -3.432 -2.426  0.0463
22 C 1.476 -3.882 -2.829  -0.2257
23 C 1.212 -5.120 -3.553  -0.0119
24 H -2.475 0.837 0.334  0.0563
25 H -1.425 -0.091 1.456  0.0461
26 H -3.055 -0.154 1.788  0.0939
27 H -3.869 -2.727 0.716  0.1283
28 H -3.436 -5.048 -0.613  0.0945
29 H -2.212 -5.091 -1.877  0.0819
30 H -3.872 -4.611 -2.264  0.1104
31 H -1.227 -3.816 -3.303  0.1037
32 H -0.606 2.348 -3.882  0.0643
33 H -2.185 2.334 -4.612  0.0844
34 H -0.785 2.393 -5.691  0.1043
35 H -1.905 0.020 -6.741  0.1361
36 H -1.761 -2.769 -6.926  0.0750
37 H -2.932 -3.337 -5.691  0.1343
38 H -1.146 -3.717 -5.577  0.0679
39 H 3.166 -0.203 -1.175  0.0677
40 H 4.163 -0.831 -2.548  0.0974
41 H 4.247 -1.678 -0.946  0.0743
42 H 3.672 -3.968 -2.447  0.1249
43 H 1.874 -5.888 -3.289  0.0674
44 H 1.330 -4.992 -4.664  0.1179
45 H 0.152 -5.533 -3.448  0.1042
46 Cl 0.333 -3.130 1.000  0.7777
47 C 2.030 -2.987 1.286  -0.6838
48 C 2.751 -4.174 1.233  -0.1212
49 C 4.104 -4.197 1.404  -0.0358
50 C 4.768 -2.949 1.676  -0.0495
51 C 4.034 -1.814 1.785  -0.0853
52 C 2.615 -1.774 1.532  -0.4071
53 P 1.652 -0.240 1.627  1.0380
54 C 0.680 -0.465 3.149  -0.4215
55 C 0.784 -1.485 4.049  -0.0816
56 C -0.166 -1.591 5.126  -0.0597
57 C -1.186 -0.688 5.338  -0.0566
58 C -1.247 0.445 4.434  -0.0556
59 C -0.305 0.562 3.380  -0.1251
60 C 3.021 0.869 2.296  -0.3564
61 C 3.747 1.650 1.387  -0.1289
62 C 4.858 2.349 1.825  -0.1046
63 C 5.334 2.283 3.087  -0.0706
64 C 4.758 1.360 3.965  -0.0490
65 C 3.610 0.695 3.574  -0.0919
66 H 2.177 -5.104 1.134  0.1163
67 H 4.591 -5.134 1.483  0.1029
68 H 5.839 -2.938 1.918  0.1216
69 H 4.521 -0.874 1.988  0.0918
70 H 1.520 -2.257 3.884  0.1051
71 H -0.183 -2.490 5.717  0.1035
72 H -1.900 -0.839 6.188  0.1241
73 H -2.031 1.164 4.492  0.0850
74 H -0.528 1.356 2.660  0.0637
75 H 3.518 1.573 0.304  0.0897
76 H 5.372 3.072 1.160  0.1238
77 H 6.172 2.881 3.378  0.1120
78 H 5.096 1.347 4.975  0.1072
79 H 3.120 0.144 4.380  0.1140
80 N 0.779 2.845 -0.444  0.0154
81 C -0.367 3.624 -0.742  -0.3590
82 C -0.607 4.750 0.204  -0.1297
83 C -0.844 4.350 1.687  -0.1624
84 C -2.051 5.052 2.281  -0.1422
85 N -3.310 4.515 1.664  0.0991
86 C -4.572 4.845 1.894  -0.4422
87 N -4.928 5.390 3.082  0.2048
88 N -5.488 4.621 0.988  0.2227
89 C -1.595 2.812 -0.923  -0.6494
90 O -2.693 3.168 -0.477  0.0295
91 O -1.534 1.758 -1.552  -0.2057
92 H 0.761 2.584 0.549  0.0632
93 H 1.689 3.247 -0.595  0.0944
94 H -0.158 4.071 -1.703  0.1633
95 H -1.514 5.216 -0.138  0.1146
96 H 0.257 5.420 0.245  0.1332
97 H 0.017 4.726 2.325  0.1446
98 H -0.880 3.281 1.865  0.0848
99 H -1.947 6.090 2.040  0.1189
100 H -2.143 4.973 3.401  0.1350
101 H -3.100 4.104 0.757  0.0602
102 H -4.242 5.615 3.749  0.0898
103 H -5.792 5.929 3.228  0.1461
104 H -5.241 4.397 0.049  0.1289
105 H -6.455 4.831 1.238  0.1461

Entry 5:
Molecular formula: C2H3N2OPS
Method: DFT, ωB97M-V/def2-TZVPD

E_tot, eV: -27270.4124
Energy relative to the best compared isomer or geometry (same formula, charge and spin), kcal per mole: 71.1
Highest occupied orbital energy, eV: -7.76
SMILES string: POC#[N+][S-].C#N
LUMO energy, hartree: 0.0000
Maximum force, eV Å⁻¹: 4.4
Charge: 0
Kohn-Sham gap, Eh: 0.2852

Each line ends with the Löwdin charge.
Geometry (Å):
1 P 1.703 -0.799 -0.365  0.8734
2 O 0.256 -1.509 0.269  -0.3101
3 C -0.889 -0.972 0.282  -0.3304
4 N -1.920 -0.537 -0.081  -0.5717
5 S -3.336 0.116 -0.143  0.4583
6 H 2.235 -2.094 -0.441  -0.0986
7 H 2.258 -0.561 0.895  -0.0858
8 C -0.126 2.138 -0.139  -0.0027
9 N 0.536 1.335 0.323  -0.0021
10 H -0.717 2.883 -0.599  0.0697